Computed, not measured: a structure of composition C25H17AuBrN5OSe2, with ωB97M-V/def2-TZVPD.

Summary:
Electronic energy   -8823.8555 Ha
M   838.24 Da
HOMO (alpha / beta)   -13.27 / -13.96 eV

Geometry as ORCA input:
```
! wB97M-V def2-TZVPD RIJCOSX def2/J DEFGRID3
* xyz 2 3
Au -0.6896 -1.9984 0.8714
Br -0.0245 5.2398 -5.3926
C 0.9578 4.9120 -3.8394
C 1.1418 5.9362 -2.9202
C 1.8839 5.6961 -1.7816
C 2.3952 4.4218 -1.5484
C 2.2312 3.3991 -2.4925
C 1.5144 3.6485 -3.6422
N 3.1473 4.2637 -0.3707
N 3.4670 3.2125 0.1496
C 2.8802 2.0063 0.3595
C 3.7514 0.9007 0.4693
C 3.2830 -0.3751 0.5962
C 1.8997 -0.6255 0.6706
O 1.4417 -1.8111 0.7624
C 0.9925 0.5110 0.7053
N -0.3148 0.2250 0.9324
C -1.1768 1.2117 1.1021
C -0.7821 2.5521 1.0472
C 0.5268 2.8557 0.7808
C 1.4572 1.8197 0.5812
H 0.7248 6.9153 -3.1092
H 2.0711 6.4824 -1.0581
H 2.7038 2.4350 -2.3426
H 1.3967 2.8832 -4.3985
H 4.8173 1.0889 0.4106
H 3.9594 -1.2196 0.6406
H -2.2027 0.9429 1.3229
H -1.5094 3.3307 1.2342
H 0.8432 3.8878 0.7668
Se -2.7119 -5.0584 0.4433
Se -3.4661 -3.7946 2.2159
C -3.7908 -2.2245 1.1642
C -5.0791 -1.7198 1.1051
C -5.3591 -0.6871 0.2238
C -4.3553 -0.2239 -0.6139
C -3.0923 -0.7566 -0.4888
N -2.7979 -1.7129 0.4132
C -0.8708 -5.1965 0.9684
C -0.3304 -6.4681 1.0100
C 0.9534 -6.6377 1.5043
C 1.6368 -5.5371 1.9876
C 1.0471 -4.2957 1.8961
N -0.1783 -4.1154 1.3600
H -5.8524 -2.1660 1.7158
H -6.3621 -0.2820 0.1589
H -4.5459 0.5384 -1.3574
H -2.2800 -0.4288 -1.1273
H -0.9248 -7.3104 0.6893
H 1.3938 -7.6255 1.5498
H 2.6185 -5.6316 2.4298
H 1.5597 -3.4143 2.2447
*
```